1.
This record from the Open Molecules 2025 dataset describes one molecule with the formula C3H7N3O. The level of theory is ωB97M-V with the def2-TZVPD basis set.

## Properties
**Orbital gap**: 10.0 eV
**Relative energy (zero: lowest compared OMol25 entry of this formula, charge and spin)**: 58.7 kcal/mol
**SMILES string**: [H]/N=N/CCC(N)=O
**E**: -9740.48651 eV

The geometry in XYZ format:
```
14
Properties=species:S:1:pos:R:3:forces:R:3
C 1.486779 -0.021071 0.079838 1.768 0.302 0.982
C 0.471842 0.582155 -0.749134 -1.138 2.742 1.966
C -0.878898 0.912521 0.037177 1.123 1.850 -0.757
N 1.644375 -1.328753 0.026123 0.192 -3.072 0.210
N -1.557055 -0.192435 0.607806 2.196 -2.511 0.103
N -2.735658 -0.263773 0.440392 -3.656 0.036 -0.876
O 2.282867 0.596420 0.768192 -0.319 1.006 0.481
H 1.004569 1.448620 -1.184268 -0.990 0.076 0.317
H 0.257587 -0.054468 -1.510804 -0.990 -1.832 -2.395
H -0.800322 1.422999 0.983477 1.422 0.929 0.256
H -1.442576 1.637553 -0.564908 -0.548 -0.685 -0.215
H 2.280032 -1.636331 0.770962 -0.382 -0.312 -0.905
H 1.175089 -1.999411 -0.595856 0.279 0.794 0.813
H -3.188633 -1.104024 0.891002 1.043 0.676 0.020
```
Forces are in eV/Å.

Now the Mulliken charges, all in e: atom 1 (C): 0.514, atom 2 (C): -0.516, atom 3 (C): -0.397, atom 4 (N): -0.395, atom 5 (N): 0.171, atom 6 (N): -0.738, atom 7 (O): -0.662, atom 8 (H): 0.279, atom 9 (H): 0.354, atom 10 (H): 0.291, atom 11 (H): 0.408, atom 12 (H): 0.237, atom 13 (H): 0.212, atom 14 (H): 0.243

***

2.
This record from the Open Molecules 2025 dataset describes C29H23FN3PRuS7 as an isolated structure. The level of theory is ωB97M-V with the def2-TZVPD basis set.

## Properties
**Spin multiplicity**: 2
**Orbital gap (spin up / spin down)**: 5.5 / 5.7 eV
**⟨S²⟩**: 0.758
**Relative energy (zero: lowest compared OMol25 entry of this formula, charge and spin)**: 66.1 kcal/mol
**E**: -125355.62594 eV
**Net charge**: -1

The geometry in XYZ format:
```
65
Properties=species:S:1:pos:R:3:forces:R:3
Ru -0.426007 -0.112896 -0.113289 -0.205 0.450 0.001
N -2.232957 1.757867 3.088811 -0.293 -0.118 0.292
C -1.760247 2.978418 2.658803 -0.020 0.047 0.011
C -1.988799 4.274103 3.110767 -0.030 -0.076 0.075
C -1.316436 5.285429 2.456742 0.019 -0.036 -0.071
C -0.445500 5.004488 1.389638 -0.026 0.091 0.017
C -0.238407 3.718044 0.935862 0.133 0.032 -0.090
C -0.918133 2.687526 1.581056 0.114 0.082 -0.022
N -0.909691 1.319003 1.369486 -0.070 -0.186 -0.249
C -1.701494 0.808122 2.273866 0.123 -0.049 0.247
C -1.911654 -0.628434 2.341176 0.094 0.184 -0.115
C -2.561407 -1.389439 3.244869 -0.368 -0.256 0.402
S -2.494418 -3.033234 2.767273 0.033 -0.003 0.132
C -1.562697 -2.601833 1.396587 -0.076 -0.504 0.207
N -1.341727 -1.335615 1.303400 0.229 0.615 -0.364
H -2.935812 1.600511 3.787000 0.004 0.009 0.021
H -2.659696 4.472882 3.938102 0.032 0.024 -0.027
H -1.467079 6.311233 2.769909 0.034 -0.020 -0.013
H 0.074655 5.823385 0.907763 -0.030 -0.025 0.007
H 0.428700 3.505058 0.111391 -0.072 -0.044 -0.003
H -3.070264 -1.087748 4.148724 0.023 -0.005 -0.111
H -1.189849 -3.340982 0.699755 0.080 0.222 -0.040
S 0.531920 1.369390 -1.629995 1.045 -0.485 0.984
S -0.812249 1.611275 -3.067873 11.166 9.424 -2.609
S -2.143304 0.624071 -2.910198 -11.647 -8.708 -0.012
S -2.618618 0.432559 -1.004131 -0.664 -0.368 1.452
F 2.907311 -5.754566 1.741909 0.012 -0.002 0.009
C 2.579718 -4.441925 1.557597 0.020 -0.007 -0.021
C 1.850697 -3.790145 2.524592 -0.092 0.097 0.162
C 1.521439 -2.450612 2.326067 -0.048 -0.181 -0.092
C 1.886634 -1.761587 1.163204 0.099 0.329 0.161
C 1.480465 -0.354141 0.941554 -0.286 -0.290 -0.540
C 2.653516 -2.466505 0.224237 0.003 -0.144 0.027
C 3.001860 -3.796627 0.413756 0.023 0.071 -0.126
H 1.562654 -4.319892 3.426319 -0.009 0.032 -0.048
H 0.954095 -1.924219 3.089127 0.028 -0.030 -0.002
H 2.205187 0.172315 0.320111 0.211 0.000 0.203
H 1.341631 0.165460 1.893483 0.128 0.029 0.028
H 2.966082 -1.960063 -0.680849 -0.014 -0.007 0.007
H 3.593986 -4.334387 -0.317866 -0.042 0.018 0.008
S -0.827170 -2.047838 -4.875945 -0.168 -0.059 -0.139
P -1.100989 -2.767678 -3.066496 0.343 0.186 0.193
S 0.031676 -1.982564 -1.567216 0.136 -0.427 0.155
C -0.638236 -4.551370 -3.050802 0.004 0.040 -0.121
C 0.321595 -5.091505 -2.203959 -0.030 -0.180 0.000
C 0.658278 -6.441218 -2.300223 -0.027 0.049 -0.019
C 0.037669 -7.252758 -3.238177 0.027 0.073 0.034
C -0.930659 -6.715792 -4.081962 -0.008 0.021 0.010
C -1.264610 -5.373105 -3.990610 0.091 -0.101 0.099
C -2.880737 -2.923471 -2.646430 0.103 -0.037 -0.088
C -3.261451 -3.652632 -1.523117 -0.232 0.089 -0.024
C -4.605726 -3.884929 -1.264804 0.165 -0.027 0.060
C -5.575957 -3.400888 -2.134497 0.018 0.032 -0.013
C -5.197507 -2.674399 -3.254793 0.086 0.032 0.002
C -3.850594 -2.434231 -3.510743 -0.116 -0.010 0.119
H 0.806580 -4.460703 -1.469618 0.005 0.041 -0.028
H 1.414021 -6.853003 -1.639518 -0.039 0.034 -0.020
H 0.313655 -8.298447 -3.315790 -0.040 0.021 -0.007
H -1.415613 -7.347339 -4.818136 -0.006 0.038 0.023
H -2.006787 -4.945070 -4.654254 0.028 -0.010 -0.034
H -2.504420 -4.051104 -0.858591 0.002 -0.031 -0.071
H -4.891947 -4.459392 -0.389555 -0.014 0.040 -0.049
H -6.623025 -3.598271 -1.936121 0.009 0.025 -0.021
H -5.945940 -2.299396 -3.943520 -0.005 0.001 0.052
H -3.534709 -1.873688 -4.382955 0.005 -0.053 -0.012
```
Forces are in eV/Å.

Now the Mulliken charges, all in e: atom 1 (Ru): 0.101, atom 2 (N): -0.045, atom 3 (C): 0.975, atom 4 (C): -1.224, atom 5 (C): -0.358, atom 6 (C): -0.748, atom 7 (C): -0.726, atom 8 (C): -0.109, atom 9 (N): 0.817, atom 10 (C): -0.340, atom 11 (C): -0.241, atom 12 (C): -0.507, atom 13 (S): -0.267, atom 14 (C): -0.628, atom 15 (N): 1.012, atom 16 (H): 0.235, atom 17 (H): 0.388, atom 18 (H): 0.374, atom 19 (H): 0.397, atom 20 (H): 0.311, atom 21 (H): 0.441, atom 22 (H): 0.493, atom 23 (S): -0.251, atom 24 (S): -0.006, atom 25 (S): 0.125, atom 26 (S): -0.340, atom 27 (F): -0.391, atom 28 (C): 0.516, atom 29 (C): -0.875, atom 30 (C): -0.164, atom 31 (C): 0.505, atom 32 (C): -1.690, atom 33 (C): -0.128, atom 34 (C): -0.617, atom 35 (H): 0.432, atom 36 (H): 0.371, atom 37 (H): 0.605, atom 38 (H): 0.393, atom 39 (H): 0.307, atom 40 (H): 0.429, atom 41 (S): -0.466, atom 42 (P): 0.540, atom 43 (S): 0.015, atom 44 (C): 0.116, atom 45 (C): 0.040, atom 46 (C): -0.457, atom 47 (C): -0.426, atom 48 (C): -0.605, atom 49 (C): -0.649, atom 50 (C): 0.334, atom 51 (C): -0.334, atom 52 (C): -0.753, atom 53 (C): -0.423, atom 54 (C): -0.554, atom 55 (C): -0.302, atom 56 (H): -0.047, atom 57 (H): 0.441, atom 58 (H): 0.352, atom 59 (H): 0.361, atom 60 (H): 0.347, atom 61 (H): 0.353, atom 62 (H): 0.395, atom 63 (H): 0.365, atom 64 (H): 0.390, atom 65 (H): 0.395

***

3.
This record from the Open Molecules 2025 dataset describes an isolated ion of composition C22H31F3N3O5P2 and charge +1. The level of theory is ωB97M-V with the def2-TZVPD basis set.

## Properties
**Orbital gap**: 5.3 eV
**Relative energy (zero: lowest compared OMol25 entry of this formula, charge and spin)**: 563.2 kcal/mol
**SMILES string**: CCCCCCCCCCc1n[n+](C(F)(F)F)c([PH2]=N)c(OC(=O)c2ccccc2)c1P(=O)(O)O
**E**: -64723.77615 eV
**Net charge**: +1

The geometry in XYZ format:
```
66
Properties=species:S:1:pos:R:3:forces:R:3
C 0.007152 6.037943 6.453713 -0.789 -0.171 -0.838
C -0.451279 4.966344 5.269107 0.420 0.226 0.776
C -1.049369 3.619157 5.996436 -0.934 0.354 0.049
C -2.488828 3.166902 5.344432 0.217 -0.459 -0.099
C -2.491272 3.129714 3.691803 0.588 -0.470 0.615
C -1.468688 1.898425 3.223440 -1.873 -0.165 -0.439
C -2.468539 0.773065 2.497807 0.396 -0.170 0.659
C -1.775286 -0.715144 2.443441 -0.181 0.450 -1.247
C -1.087282 -0.863965 0.949969 0.570 -0.884 0.459
C -1.889141 -2.020280 0.097752 1.594 -1.006 0.037
C -0.803513 -2.586767 -1.040236 0.705 -0.446 -1.838
N 0.288154 -3.480864 -0.562303 -3.054 2.502 -3.330
N 1.165985 -3.953041 -1.488617 0.861 0.391 -3.473
C 2.248643 -4.904487 -0.924189 1.616 -2.002 3.864
F 2.039779 -5.037621 0.566517 0.712 0.569 -5.734
F 2.151587 -6.280119 -1.464830 0.610 5.674 1.545
F 3.630098 -4.306354 -1.054391 -5.179 -2.323 -0.123
C 1.282536 -3.707795 -2.971177 -2.917 3.136 1.473
P 2.583181 -4.476489 -4.157240 -0.941 -4.387 -1.940
N 1.978518 -5.956317 -4.570063 0.704 2.641 -0.517
C 0.146105 -2.694439 -3.663679 -1.620 0.493 3.185
O 0.084079 -2.361302 -5.092234 2.539 0.354 3.949
C 1.167793 -1.468404 -5.519092 3.097 1.349 -7.105
O 1.464861 -1.480377 -6.848570 -2.362 -0.351 9.238
C 2.093781 -0.503157 -4.578636 2.384 1.951 2.151
C 1.628090 0.329599 -3.247573 3.022 0.272 -0.471
C 2.645437 1.305293 -2.347857 1.378 -2.509 -4.257
C 4.202931 1.464170 -2.879844 -2.880 -1.918 -1.414
C 4.726017 0.671675 -4.239525 -4.297 -0.530 1.787
C 3.682914 -0.313460 -5.057574 -0.427 1.882 2.591
C -1.008437 -2.077462 -2.621238 4.288 -4.057 1.131
P -2.420501 -0.942996 -3.224751 -1.629 4.566 -6.231
O -1.990266 -0.153577 -4.563479 -0.728 -3.650 5.382
O -3.891668 -1.817168 -3.622420 3.163 1.158 1.255
O -2.819818 0.330326 -2.062846 2.541 -3.378 -1.163
H -1.006732 6.512041 6.856916 2.307 -0.896 -0.737
H 0.662170 6.876210 5.944784 -1.239 -1.643 1.391
H 0.537522 5.490558 7.346886 -0.834 1.204 -1.896
H -1.231327 5.546986 4.603604 1.378 -1.435 1.366
H 0.443985 4.676134 4.571791 -1.596 0.618 1.364
H -0.330139 2.689995 5.973591 -1.154 2.038 -0.091
H -1.229324 3.881899 7.141664 0.333 -0.656 -2.421
H -2.668049 2.038606 5.687802 0.068 2.426 -0.647
H -3.366596 3.841412 5.755084 1.826 -1.352 -0.884
H -3.606751 2.890758 3.376436 2.429 0.601 0.373
H -2.104884 4.113850 3.189332 -1.042 -1.738 1.168
H -1.011883 1.427467 4.197240 -0.640 0.866 -2.118
H -0.653644 2.265957 2.449401 -1.550 -0.810 1.791
H -3.467139 0.700291 3.110905 2.001 0.224 -1.086
H -2.761347 1.129624 1.401711 0.608 -0.764 2.322
H -2.608753 -1.554340 2.545666 1.878 1.753 -0.040
H -0.914827 -0.871159 3.234709 -2.027 0.417 -1.437
H -1.024733 0.162075 0.375565 -0.287 -2.029 1.125
H 0.023331 -1.247586 1.094807 -2.243 0.756 -0.434
H -2.099796 -2.942754 0.820026 0.497 2.021 -1.628
H -2.899284 -1.663541 -0.376500 2.154 -0.690 0.718
H 3.884832 -4.675684 -3.573603 -0.934 1.007 0.345
H 2.746682 -3.764906 -5.398999 -0.104 0.742 1.301
H 1.856178 -5.926518 -5.623884 -0.091 -0.128 1.568
H 0.518854 0.256384 -2.873028 2.395 0.133 -1.004
H 2.204025 1.829955 -1.385342 1.182 -1.148 -2.330
H 4.909795 2.186508 -2.247003 -1.591 -1.869 -1.713
H 5.849204 0.816202 -4.551424 -2.618 -0.453 0.513
H 4.107948 -0.880371 -6.016485 -1.272 1.383 2.333
H -3.912522 -2.081436 -4.592366 0.544 0.789 1.426
H -1.895628 0.658305 -1.776985 -1.970 -0.458 -0.561
```
Forces are in eV/Å.

Now the Mulliken charges, all in e: atom 1 (C): -1.067, atom 2 (C): -0.337, atom 3 (C): -0.427, atom 4 (C): -0.774, atom 5 (C): -0.473, atom 6 (C): -0.405, atom 7 (C): -0.630, atom 8 (C): -0.524, atom 9 (C): -0.366, atom 10 (C): -0.522, atom 11 (C): -0.007, atom 12 (N): -0.811, atom 13 (N): 0.788, atom 14 (C): 0.450, atom 15 (F): -0.215, atom 16 (F): -0.159, atom 17 (F): -0.194, atom 18 (C): 0.192, atom 19 (P): 0.231, atom 20 (N): -0.639, atom 21 (C): 0.341, atom 22 (O): -0.356, atom 23 (C): 0.295, atom 24 (O): -0.505, atom 25 (C): 0.500, atom 26 (C): 0.069, atom 27 (C): -0.371, atom 28 (C): -0.330, atom 29 (C): -0.450, atom 30 (C): -0.414, atom 31 (C): 0.343, atom 32 (P): 0.847, atom 33 (O): -0.615, atom 34 (O): -0.535, atom 35 (O): -0.498, atom 36 (H): 0.267, atom 37 (H): 0.316, atom 38 (H): 0.303, atom 39 (H): 0.231, atom 40 (H): 0.247, atom 41 (H): 0.229, atom 42 (H): 0.363, atom 43 (H): 0.250, atom 44 (H): 0.316, atom 45 (H): 0.369, atom 46 (H): 0.277, atom 47 (H): 0.205, atom 48 (H): 0.145, atom 49 (H): 0.377, atom 50 (H): 0.232, atom 51 (H): 0.355, atom 52 (H): 0.323, atom 53 (H): 0.083, atom 54 (H): 0.338, atom 55 (H): 0.477, atom 56 (H): 0.192, atom 57 (H): 0.198, atom 58 (H): 0.155, atom 59 (H): 0.244, atom 60 (H): 0.094, atom 61 (H): 0.313, atom 62 (H): 0.295, atom 63 (H): 0.327, atom 64 (H): 0.300, atom 65 (H): 0.369, atom 66 (H): 0.377

***

4.
This record from the Open Molecules 2025 dataset describes a 2-piece molecular cluster, C4H10NO3 overall. The level of theory is ωB97M-V with the def2-TZVPD basis set.

## Properties
**Orbital gap**: 6.6 eV
**Relative energy (zero: lowest compared OMol25 entry of this formula, charge and spin)**: 87.5 kcal/mol
**E**: -11941.60080 eV
**Net charge**: -1

The geometry in XYZ format:
```
18
Properties=species:S:1:pos:R:3:forces:R:3
C -0.915905 -1.695973 2.534465 -1.745 0.922 -0.076
C -0.296221 -1.976573 1.143455 0.877 -2.159 -0.669
N -0.502168 -1.249927 -0.037020 0.937 0.083 1.075
C -0.907352 0.219925 -0.135591 3.610 -0.536 2.133
C 0.410194 1.220672 -0.252468 -2.913 -0.382 -2.726
O -0.035763 2.437982 -0.259402 -0.804 2.258 -0.448
O 0.280070 -3.094843 1.070364 -0.498 1.811 -0.128
H -0.631511 -0.740063 3.111461 0.782 -1.921 -0.573
H -1.085359 -2.729888 3.109867 0.792 2.723 -1.175
H -1.900027 -1.251210 2.282011 -0.272 -0.816 0.053
H 0.230219 -1.558589 -0.762228 -1.720 0.690 1.558
H -1.403702 0.346821 -1.030722 -1.329 0.276 -1.757
H -1.484255 0.622586 0.730633 0.388 -0.771 -0.585
H 1.060177 1.134897 0.533785 2.206 -1.608 2.388
H 0.947161 0.957275 -1.263146 -0.206 -0.564 0.783
H 2.143459 1.729390 -3.802351 0.233 0.413 -0.548
H 1.860529 2.932592 -3.048714 0.147 0.478 -0.490
O 2.230454 2.694926 -3.924400 -0.485 -0.896 1.184
```
Forces are in eV/Å.

Now the Mulliken charges, all in e: atom 1 (C): -0.902, atom 2 (C): 0.546, atom 3 (N): -0.156, atom 4 (C): -0.634, atom 5 (C): -0.060, atom 6 (O): -0.857, atom 7 (O): -0.685, atom 8 (H): 0.295, atom 9 (H): 0.256, atom 10 (H): 0.274, atom 11 (H): 0.269, atom 12 (H): 0.302, atom 13 (H): 0.237, atom 14 (H): 0.292, atom 15 (H): -0.164, atom 16 (H): 0.321, atom 17 (H): 0.369, atom 18 (O): -0.701

***

5.
This record from the Open Molecules 2025 dataset describes one molecule with the formula C2H3NOS2. The level of theory is ωB97M-V with the def2-TZVPD basis set.

## Properties
**Orbital gap**: 9.2 eV
**Relative energy (zero: lowest compared OMol25 entry of this formula, charge and spin)**: 34.9 kcal/mol
**SMILES string**: S[C@@H]1OC=NS1
**E**: -27329.26254 eV

The geometry in XYZ format:
```
9
Properties=species:S:1:pos:R:3:forces:R:3
C -0.010464 1.273857 -0.533649 -1.976 0.735 -0.429
C 0.093541 -0.934986 -0.129940 -1.604 -1.816 0.586
N -1.225326 1.212807 -0.136208 0.806 0.655 -0.535
O 0.751286 0.187872 -0.643420 0.492 -1.286 -0.465
S -1.714237 -0.380474 0.090448 1.343 -0.119 -0.024
S 0.812761 -1.473378 1.457190 0.140 0.638 -0.437
H 0.397152 2.119425 -1.069114 0.187 0.366 0.633
H 0.069619 -1.841569 -0.764562 0.421 0.896 -0.149
H 0.825667 -0.163553 1.729255 0.191 -0.069 0.820
```
Forces are in eV/Å.

Now the Mulliken charges, all in e: atom 1 (C): 0.089, atom 2 (C): -0.103, atom 3 (N): -0.370, atom 4 (O): -0.294, atom 5 (S): 0.045, atom 6 (S): -0.154, atom 7 (H): 0.355, atom 8 (H): 0.297, atom 9 (H): 0.135

***

Q: Among the records above, which one has the lowest E?
A: C29H23FN3PRuS7